Run w
Below is a 2-piece molecular cluster, C2H9N3 overall, with properties calculated with ωB97M-V with the def2-TZVPD basis set.

```
! RIJCOSX wB97M-V def2-TZVPD def2/J DEFGRID3
* xyz 0 1
C 1.0154 -0.7402 -0.7126
N -0.3278 -1.3137 0.3993
N -1.5673 -0.8263 0.2048
H -0.3038 -2.2891 0.0963
H -1.9190 -0.9597 -0.7508
H -1.5356 0.2631 0.4974
H 1.4507 0.1817 -1.0946
H 0.7481 -1.2492 -1.6466
H 1.8007 -1.3012 -0.2137
C 0.3399 1.7348 0.3042
N -0.7309 1.5227 0.9832
H -0.5435 1.2288 1.9424
H 0.2313 2.0413 -0.7307
H 1.3419 1.7071 0.7216
*
```

## Properties
HOMO-LUMO gap, eV: 8.928
M, g mol⁻¹: 75.11
SMILES string: C=N.CNN
HOMO, eV: -7.925

Atom charges from the Mulliken analysis, given in e for atoms 1 to 8: atom 1 (C): -0.93, atom 2 (N): -0.37, atom 3 (N): -0.49, atom 4 (H): 0.27, atom 5 (H): 0.22, atom 6 (H): 0.46, atom 7 (H): 0.37, atom 8 (H): 0.29


Run x
Below is a 2-piece molecular cluster, C2H9N3 overall, with properties calculated with ωB97M-V with the def2-TZVPD basis set.

```
! RIJCOSX wB97M-V def2-TZVPD def2/J DEFGRID3
* xyz 0 1
C -3.0506 0.5583 0.0799
N -2.0108 -0.4436 0.3188
H -4.0299 0.2269 0.4259
H -2.6852 1.4977 0.4736
H -3.1545 0.6656 -0.9897
H -2.0912 -1.2520 -0.2733
H -1.9325 -0.6714 1.2932
N 1.0695 -0.4058 -0.8009
C 2.0676 -0.2994 0.1545
N 2.8303 0.7135 0.1944
H 0.2014 -0.8167 -0.5272
H 1.2928 0.2414 -1.5324
H 2.1570 -1.1710 0.8123
H 3.5558 0.5968 0.8953
*
```

## Properties
HOMO-LUMO gap, eV: 9.888
M, g mol⁻¹: 75.11
SMILES string: [H]/N=C/N.CN
HOMO, eV: -8.916

Atom charges from the Mulliken analysis, given in e for atoms 1 to 8: atom 1 (C): -0.80, atom 2 (N): -0.46, atom 3 (H): 0.27, atom 4 (H): 0.28, atom 5 (H): 0.29, atom 6 (H): 0.24, atom 7 (H): 0.18, atom 8 (N): -0.43


The most stable arrangement is run x, and the next structure is 0.1353 hartree less stable.


Run w
Below is one molecule with the formula C12H16NOP, with properties calculated with ωB97M-V with the def2-TZVPD basis set.

```
! RIJCOSX wB97M-V def2-TZVPD def2/J DEFGRID3
* xyz 0 1
C -3.5788 0.0202 -0.9724
C -3.0123 0.9286 -0.0605
C -3.0052 -1.1278 -1.3157
C -1.8039 0.5796 0.5220
C -1.6869 -1.4129 -0.7642
C -1.0703 -0.5997 0.1786
C 2.1146 1.9692 -0.6315
C 0.7847 1.3724 -0.2295
C 3.1343 0.7903 -0.6227
C 1.2734 0.2293 0.6169
C 0.2391 -0.8385 0.8198
C 0.0696 -1.3615 2.3304
N 2.4878 -0.3085 0.0386
O 0.7292 -2.0709 0.0060
P 2.1391 -1.8590 -0.8309
H -4.5419 0.2565 -1.2670
H -3.3458 1.9083 0.1873
H -3.4826 -1.8082 -1.9956
H -1.3112 1.2289 1.2657
H -1.3385 -2.3512 -1.0758
H 2.0653 2.3383 -1.6452
H 2.3819 2.7529 0.0903
H 0.1925 2.1775 0.3242
H 0.1013 0.9511 -0.9896
H 3.4257 0.4972 -1.6381
H 4.0279 1.0999 -0.0710
H 1.5469 0.5243 1.5996
H 0.1092 -0.6666 3.1100
H 0.8935 -2.0802 2.5828
H -0.8747 -1.9193 2.4886
H 1.3361 -1.2199 -2.0510
*
```

## Properties
HOMO-LUMO gap, eV: 9.205
M, g mol⁻¹: 221.24
SMILES string: C[C@]1(c2ccccc2)OPN2CCC[C@H]21
HOMO, eV: -8.453

Atom charges from the Mulliken analysis, given in e for atoms 1 to 8: atom 1 (C): -0.28, atom 2 (C): -1.06, atom 3 (C): -1.00, atom 4 (C): 0.18, atom 5 (C): -0.09, atom 6 (C): -1.04, atom 7 (C): -0.70, atom 8 (C): -0.65


Run x
Below is a 2-piece molecular cluster, C12H16NOP overall, with properties calculated with ωB97M-V with the def2-TZVPD basis set.

```
! RIJCOSX wB97M-V def2-TZVPD def2/J DEFGRID3
* xyz 0 1
C 4.5778 0.7174 0.3291
C 3.6213 1.6141 -0.0775
C 4.3478 -0.6246 0.5287
C 2.3280 1.1206 -0.4207
C 3.1051 -1.2057 0.2283
C 2.1594 -0.2334 -0.2007
C -0.5394 3.1471 0.3518
C -3.9785 -2.4697 1.5594
C -1.3425 2.8664 -0.6443
C -3.2636 -2.3252 0.4786
C -1.8003 1.4760 -1.0661
C -1.7738 -2.3507 0.5229
N -1.5020 -1.1513 -2.0676
O -1.4326 0.5292 -0.0502
P -0.9609 -0.9779 -0.6157
H 5.5503 1.1604 0.7702
H 3.7900 2.6207 -0.0722
H 5.2201 -1.1925 0.9668
H 1.4865 1.6765 -0.5587
H 2.8083 -2.2763 0.4706
H 0.0404 4.0639 0.4874
H -0.1900 2.4445 1.1304
H -5.0419 -2.6830 1.5722
H -3.5325 -2.3736 2.5911
H -1.6004 3.6487 -1.4704
H -3.6833 -2.4625 -0.4820
H -1.2524 1.3137 -1.9839
H -2.8744 1.4338 -1.3181
H -1.3742 -3.2101 0.0268
H -1.4884 -2.3035 1.5083
H -1.4037 -1.9930 -2.4943
*
```

## Properties
HOMO-LUMO gap (spin up / spin down), eV: 7.895 / 7.835
M, g mol⁻¹: 221.24
HOMO (spin up / spin down), eV: -8.554 / -7.683

Atom charges from the Mulliken analysis, given in e for atoms 1 to 8: atom 1 (C): -0.39, atom 2 (C): -0.46, atom 3 (C): -0.09, atom 4 (C): -0.36, atom 5 (C): -0.66, atom 6 (C): 0.33, atom 7 (C): -0.82, atom 8 (C): -0.75


The most stable arrangement is run w, and the next structure is 0.1676 hartree less stable.


Run w
Below is one molecule with the formula C3H7N3, with properties calculated with ωB97M-V with the def2-TZVPD basis set.

```
! RIJCOSX wB97M-V def2-TZVPD def2/J DEFGRID3
* xyz 0 1
C 0.1123 -0.8014 0.4403
C -1.0610 0.0689 -0.1264
C 0.9329 0.4345 0.9875
H 0.3117 -1.6915 -1.5465
H 1.3395 -0.2208 -1.0368
H -0.1109 -1.5612 1.2353
H -1.8835 0.1357 0.6586
H -1.5608 -0.3978 -0.9434
H -0.9837 2.2122 -0.6805
H 1.6959 0.2816 1.7091
N 0.9680 -1.2865 -0.6347
N -0.4254 1.3115 -0.4217
N 0.6649 1.5149 0.3592
*
```

## Properties
HOMO-LUMO gap, eV: 9.613
M, g mol⁻¹: 85.11
SMILES string: N[C@H]1C=NNC1
HOMO, eV: -8.616

Atom charges from the Mulliken analysis, given in e for atoms 1 to 8: atom 1 (C): -0.14, atom 2 (C): -0.62, atom 3 (C): -0.26, atom 4 (H): 0.27, atom 5 (H): 0.43, atom 6 (H): 0.35, atom 7 (H): 0.26, atom 8 (H): 0.34


Run x
Below is C3H7N3 as an isolated structure, with properties calculated with ωB97M-V with the def2-TZVPD basis set.

```
! RIJCOSX wB97M-V def2-TZVPD def2/J DEFGRID3
* xyz 0 1
C 1.8185 0.8590 -0.1606
C -1.8852 -0.2916 -0.3924
C -0.8642 0.3892 0.3832
N 2.6722 -0.0473 0.2950
N 1.5549 -0.8965 0.5528
N 0.7794 -0.0564 -0.1929
H 2.0494 1.8259 -0.6323
H -1.4418 -1.3706 -0.4709
H -1.9813 0.2917 -1.2863
H -2.8472 -0.2582 0.0848
H -0.7056 -0.0352 1.3078
H -0.8704 1.4672 0.2695
H 1.7215 -1.8770 0.2421
*
```

## Properties
HOMO-LUMO gap, eV: 9.986
M, g mol⁻¹: 85.11
HOMO, eV: -9.034

Atom charges from the Mulliken analysis, given in e for atoms 1 to 8: atom 1 (C): 0.03, atom 2 (C): -0.86, atom 3 (C): -0.48, atom 4 (N): -0.59, atom 5 (N): -0.17, atom 6 (N): -0.08, atom 7 (H): 0.33, atom 8 (H): 0.25


Run y
Below is a 2-piece molecular cluster, C3H7N3 overall, with properties calculated with ωB97M-V with the def2-TZVPD basis set.

```
! RIJCOSX wB97M-V def2-TZVPD def2/J DEFGRID3
* xyz 0 1
C 1.7751 -0.0462 -0.0716
N 1.0096 1.1389 0.2029
H 0.7987 1.1746 1.1988
H -0.3355 1.4249 -0.7413
H 1.9582 -0.1329 -1.1438
H 1.3398 -0.9933 0.2887
H 2.7546 0.0565 0.4217
C -1.3268 -1.1866 0.4336
N -1.2279 0.0767 0.4812
C -1.5140 0.9182 -0.6489
N -2.5032 1.0490 -1.3117
H -1.8124 -1.7278 -0.3760
H -0.9162 -1.7520 1.2664
*
```

## Properties
HOMO-LUMO gap (spin up / spin down), eV: 9.404 / 8.012
M, g mol⁻¹: 85.11
HOMO (spin up / spin down), eV: -9.852 / -8.839

Atom charges from the Mulliken analysis, given in e for atoms 1 to 8: atom 1 (C): -0.60, atom 2 (N): -0.51, atom 3 (H): 0.26, atom 4 (H): 0.42, atom 5 (H): 0.28, atom 6 (H): 0.20, atom 7 (H): 0.30, atom 8 (C): -0.40


The most stable arrangement is run w, and the next structure is 0.0658 hartree less stable.


Run w
Below is one molecule with the formula C2H4INO, with properties calculated with ωB97M-V with the def2-TZVPD basis set.

```
! RIJCOSX wB97M-V def2-TZVPD def2/J DEFGRID3
* xyz 0 1
C 1.6829 -0.4383 -0.0265
C -0.2993 0.8798 -0.0167
N 1.1656 -1.5663 -0.0662
O 1.0865 0.7543 0.0585
I 3.8452 0.0634 0.0033
H -0.4712 1.8566 -0.3345
H -0.7989 0.9455 1.1090
H -0.7733 0.1378 -0.5718
H 1.7113 -2.4152 -0.1288
*
```

## Properties
HOMO-LUMO gap, eV: 9.965
M, g mol⁻¹: 184.96
SMILES string: [H]/N=C(\I)OC
HOMO, eV: -9.655

Atom charges from the Mulliken analysis, given in e for atoms 1 to 8: atom 1 (C): 0.51, atom 2 (C): -0.68, atom 3 (N): -0.61, atom 4 (O): -0.30, atom 5 (I): -0.03, atom 6 (H): 0.27, atom 7 (H): 0.22, atom 8 (H): 0.35


Run x
Below is a 2-piece molecular cluster, C2H4INO overall, with properties calculated with ωB97M-V with the def2-TZVPD basis set.

```
! RIJCOSX wB97M-V def2-TZVPD def2/J DEFGRID3
* xyz 0 1
C -0.5725 -0.4029 0.0944
C 0.3834 0.5813 0.4600
N -0.2748 -1.5393 -0.3545
O 1.6361 0.3308 0.6974
I -2.6091 0.2008 -0.0305
H -0.0092 1.6647 0.6360
H 0.5884 2.1006 -1.5790
H -0.8340 -2.2925 -0.6493
H 1.6917 -0.6436 0.7253
*
```

## Properties
HOMO-LUMO gap (spin up / spin down), eV: 8.707 / 7.603
M, g mol⁻¹: 184.96
HOMO (spin up / spin down), eV: -9.437 / -8.222

Atom charges from the Mulliken analysis, given in e for atoms 1 to 8: atom 1 (C): 0.60, atom 2 (C): -0.51, atom 3 (N): -0.71, atom 4 (O): -0.43, atom 5 (I): 0.01, atom 6 (H): 0.42, atom 7 (H): 0.03, atom 8 (H): 0.26


Run y
Below is a 2-piece molecular cluster, C2H4INO overall, with properties calculated with ωB97M-V with the def2-TZVPD basis set.

```
! RIJCOSX wB97M-V def2-TZVPD def2/J DEFGRID3
* xyz 0 1
C 0.0362 0.9290 -0.2395
C 0.2512 -0.4567 -0.5122
N -0.0335 1.4033 0.8994
O 0.6029 -1.1828 0.5461
I -0.5216 2.1091 -1.9746
H 0.6276 -0.7003 -1.4254
H -1.1932 -0.6203 -0.9295
H -0.1373 2.3299 0.9877
H 0.5380 -0.5648 1.3421
*
```

## Properties
HOMO-LUMO gap, eV: 10.028
M, g mol⁻¹: 184.96
HOMO, eV: -9.728

Atom charges from the Mulliken analysis, given in e for atoms 1 to 8: atom 1 (C): 0.47, atom 2 (C): -0.58, atom 3 (N): -0.71, atom 4 (O): -0.51, atom 5 (I): 0.02, atom 6 (H): 0.45, atom 7 (H): 0.21, atom 8 (H): 0.28


The most stable arrangement is run w, and the next structure is 0.0414 hartree less stable.